Computed, not measured: C23H33CoN5O7S3 as an isolated structure in a non-equilibrium geometry, with the ωB97M-V functional and the def2-TZVPD basis.

Summary:
Charge ... +2
Electronic energy ... -4273.4629 Ha
Kohn-Sham gap (spin up / spin down) ... 8.699 / 9.376 eV
Molar mass ... 646.7 g mol⁻¹
Lowest unoccupied orbital energy (spin up / spin down) ... -0.2099 / -0.1852 hartree
Multiplicity ... 2
Energy above the lowest of the compared OMol25 structures with the same formula, charge and spin ... 0.086 eV

Geometry (Å):
Co: -1.300 -1.927 -0.035
S: -3.912 -4.975 -2.079
S: 2.856 3.451 -0.362
S: -0.223 -3.198 2.940
O: 3.860 3.671 0.634
O: 2.763 2.153 -0.999
O: -1.056 -2.764 1.738
O: 3.816 -0.483 1.871
O: -1.672 -0.498 -1.730
O: 3.281 1.370 2.859
O: -0.260 -2.176 -1.893
N: -1.126 0.634 -4.002
N: 0.849 1.402 1.375
N: -2.685 -3.290 -0.636
N: -0.082 -0.441 0.630
N: 3.070 0.445 2.097
C: -3.649 -5.365 -0.436
C: -0.270 0.852 0.866
C: -1.431 -3.871 4.090
C: -0.799 -1.169 -2.366
C: 1.744 -0.436 5.118
C: -0.773 -0.685 3.936
C: 1.204 -0.738 0.980
C: -0.971 -1.624 -4.884
C: 0.169 -1.699 3.838
C: 1.788 0.391 1.442
C: 1.423 -1.592 4.420
C: -1.595 -0.684 -5.921
C: 1.234 3.733 0.413
C: -1.564 1.569 0.721
C: 1.016 2.838 1.643
C: 4.399 4.644 -2.211
C: -0.441 0.465 4.634
C: -2.165 0.440 -5.071
C: -2.985 -4.359 0.179
C: -3.117 -3.497 -1.854
C: -0.432 -0.692 -3.779
C: 0.815 0.589 5.222
C: 2.980 4.687 -1.654
H: -1.880 1.975 1.684
H: 2.723 -0.338 5.568
H: 0.646 -0.569 -3.847
H: 0.493 3.556 -0.367
H: -2.369 -1.175 -6.507
H: -1.745 -0.791 3.469
H: 0.112 3.176 2.147
H: -2.339 1.370 -5.606
H: 2.232 4.409 -2.397
H: -3.996 -6.291 -0.006
H: -0.179 -2.240 -5.300
H: 1.065 1.490 5.767
H: 5.109 5.011 -1.472
H: 1.212 4.774 0.733
H: -2.315 0.871 0.366
H: -2.138 -3.103 4.394
H: -1.730 -2.289 -4.470
H: -3.086 0.129 -4.580
H: 2.143 -2.398 4.332
H: 2.735 5.652 -1.208
H: -1.173 1.257 4.739
H: -3.018 -2.779 -2.652
H: -0.469 1.367 -4.253
H: 1.852 2.951 2.327
H: 4.675 3.625 -2.483
H: -0.872 -4.239 4.952
H: -0.842 -0.307 -6.615
H: 4.470 5.267 -3.100
H: -1.941 -4.706 3.613
H: -1.506 2.405 0.021
H: -1.571 0.825 -3.086
H: -2.693 -4.337 1.214
H: 1.633 -1.721 0.891

---

Computed, not measured: C23H33N3O4S in the gas phase in a non-equilibrium geometry, with the ωB97M-V functional and the def2-TZVPD basis.

Summary:
SMILES string ... CC[C@H](C)NC(=O)[C@@H]1CCCN(S(=O)(=O)c2ccc3c(c2)C[C@H](C)N3C(=O)C2CC2)C1
Electronic energy ... -1759.6646 Ha
Kohn-Sham gap ... 9.140 eV
Molar mass ... 447.6 g mol⁻¹
Lowest unoccupied orbital energy ... 0.0162 hartree
Multiplicity ... 1
Energy above the lowest of the compared OMol25 structures with the same formula, charge and spin ... 1.177 eV

Geometry (Å):
S: 0.404 -1.761 1.609
O: 0.115 1.323 -4.500
O: 1.632 -1.086 1.967
O: 0.383 -3.187 1.732
O: 0.316 3.129 3.915
N: -0.922 -1.175 2.432
N: 1.594 1.623 2.795
N: -1.247 -0.374 -3.884
C: -2.252 -1.410 -4.160
C: -0.021 -1.285 -0.055
C: -0.810 0.582 -4.768
C: -1.040 0.261 2.504
C: -2.578 -2.023 -2.785
C: -0.717 -0.566 -2.610
C: -0.887 -1.327 4.920
C: -1.521 0.675 -6.075
C: -1.397 -1.907 3.585
C: 0.528 1.999 3.517
C: -1.454 -1.540 -1.922
C: -1.672 -2.459 -5.108
C: 2.666 2.517 2.378
C: 3.377 3.126 3.593
C: 0.159 -0.244 4.661
C: 4.030 2.059 4.463
C: 0.710 -0.322 -0.722
C: 0.370 0.055 -2.014
C: 2.117 3.606 1.455
C: -0.464 0.865 3.807
C: -1.318 1.947 -6.858
C: -0.652 0.698 -7.312
C: -1.114 -1.905 -0.641
H: -1.052 -2.931 3.441
H: 1.620 3.160 0.596
H: 4.767 1.496 3.893
H: -1.277 1.320 4.381
H: 3.283 1.364 4.838
H: 2.643 3.683 4.176
H: 4.530 2.518 5.313
H: 1.686 0.648 2.534
H: 3.378 1.896 1.825
H: 4.135 3.826 3.237
H: 1.557 0.123 -0.225
H: 1.016 -0.684 4.149
H: -0.702 2.700 -6.392
H: -2.492 -1.903 3.556
H: -3.534 -1.662 -2.400
H: -0.530 0.664 1.627
H: -2.103 0.512 2.414
H: -1.018 0.195 -8.194
H: 2.924 4.242 1.103
H: 0.413 0.614 -7.159
H: -0.809 -2.933 -4.646
H: 0.933 0.805 -2.542
H: -3.144 -0.956 -4.600
H: -2.623 -3.110 -2.832
H: -1.719 -0.890 5.475
H: -0.455 -2.119 5.531
H: 1.398 4.213 1.999
H: -2.483 0.192 -6.160
H: -2.155 2.330 -7.420
H: -1.355 -2.007 -6.044
H: -2.418 -3.219 -5.324
H: 0.504 0.176 5.607
H: -1.657 -2.655 -0.089

---

Computed, not measured: C23H34Cl2N3O3Pr as an isolated structure in a non-equilibrium geometry, with the ωB97M-V functional and the def2-TZVPD basis.

Summary:
Electronic energy ... -2724.2877 Ha
Kohn-Sham gap (spin up / spin down) ... 5.607 / 5.619 eV
Molar mass ... 612.4 g mol⁻¹
Lowest unoccupied orbital energy (spin up / spin down) ... 0.0026 / 0.0026 hartree
Multiplicity ... 3

Geometry (Å):
Pr: -0.039 -0.041 0.043
Cl: -1.739 -0.978 -1.771
Cl: 1.097 2.351 0.287
O: 0.206 1.278 -3.050
O: -0.689 -2.314 1.122
O: 2.112 -1.047 0.416
N: 0.339 0.010 2.922
N: -1.322 -4.420 0.425
N: 3.729 0.234 -0.557
C: -1.011 1.762 -6.502
C: 1.113 3.537 -6.642
C: 0.693 1.119 5.038
C: -0.368 1.070 -4.122
C: -1.173 -5.521 -0.536
C: -2.814 0.638 1.984
C: 0.813 -1.249 4.928
C: -0.690 -3.256 0.281
C: 1.052 2.598 -5.597
C: -2.361 1.173 0.879
C: -0.101 1.790 -5.422
C: 0.428 1.131 3.663
C: -2.917 2.217 0.001
C: 2.965 0.391 -1.787
C: 0.831 -0.096 5.710
C: 0.966 -0.157 7.208
C: 4.855 1.140 -0.340
C: -0.946 2.676 -7.555
C: -4.052 1.132 2.724
C: 0.085 3.626 -7.593
C: -2.125 -4.665 1.621
C: 0.556 -1.158 3.562
C: 3.261 -0.515 0.442
H: 5.526 1.109 -1.204
H: -3.815 1.505 3.726
H: 2.362 -0.518 -1.987
H: 5.384 0.799 0.559
H: -0.684 -6.382 -0.070
H: 1.854 0.373 7.560
H: 0.287 2.078 3.130
H: -3.139 -4.966 1.343
H: -0.563 -5.158 -1.368
H: 0.100 0.299 7.701
H: -1.821 1.017 -6.508
H: 2.302 1.268 -1.708
H: 4.512 2.176 -0.213
H: -2.143 -5.861 -0.916
H: -1.148 0.288 -4.143
H: -0.175 -3.092 -0.689
H: -1.710 2.680 -8.336
H: -4.536 1.936 2.171
H: 0.499 -2.069 2.960
H: 3.660 0.564 -2.609
H: 0.082 4.395 -8.363
H: -1.672 -5.467 2.214
H: -2.341 -0.234 2.467
H: -2.265 3.098 -0.033
H: -3.916 2.561 0.298
H: 0.760 2.060 5.582
H: -2.140 -3.734 2.179
H: 3.949 -0.638 1.309
H: 1.945 4.247 -6.708
H: 1.882 2.520 -4.885
H: 1.030 -1.196 7.539
H: 0.966 -2.232 5.379
H: -4.769 0.316 2.861
H: -3.021 1.801 -1.021

---

Computed, not measured: C23H34CuN5P as an isolated structure, with the ωB97M-V functional and the def2-TZVPD basis.

Summary:
Charge ... +2
Electronic energy ... -3151.9839 Ha
Kohn-Sham gap (spin up / spin down) ... 9.297 / 7.064 eV
Molar mass ... 475.1 g mol⁻¹
Lowest unoccupied orbital energy (spin up / spin down) ... -0.1811 / -0.2655 hartree
Multiplicity ... 2

Geometry (Å):
Cu: -0.983 -0.537 0.392
P: 1.176 0.372 -0.457
N: -0.754 -2.048 -0.988
N: 0.461 -1.714 1.604
N: -3.124 -0.669 0.027
N: -1.488 0.981 1.677
N: 2.149 -0.857 0.220
C: -1.289 2.327 1.080
C: 2.270 -3.363 2.891
C: -3.455 -0.607 -1.414
C: -2.929 0.781 1.984
C: 1.751 -1.700 1.260
C: 0.299 0.869 -3.015
C: 0.765 -0.469 -4.959
C: 3.248 3.540 1.024
C: 0.066 -2.557 2.589
C: 1.704 -1.080 -2.826
C: 1.542 -1.322 -4.188
C: -3.704 -1.897 0.617
C: 1.085 0.016 -2.234
C: -3.688 0.520 0.711
C: 0.145 0.631 -4.374
C: -0.711 0.901 2.939
C: 2.933 2.313 -1.458
C: 2.691 -2.518 1.893
C: 3.782 3.403 -1.320
C: 3.935 4.017 -0.086
C: 2.399 2.454 0.892
C: 0.922 -3.392 3.255
C: 2.233 1.834 -0.350
H: -0.772 -1.708 -1.948
H: 1.886 2.077 1.769
H: 3.375 4.013 1.990
H: 0.152 -2.492 -0.858
H: -4.750 0.376 0.927
H: -4.791 -1.902 0.496
H: 2.033 -2.172 -4.645
H: 4.595 4.870 0.014
H: -0.990 -2.537 2.840
H: 3.148 -0.793 0.085
H: -2.924 0.219 -1.886
H: -1.453 -2.779 -0.896
H: 2.986 -4.002 3.392
H: -1.675 3.091 1.762
H: 2.820 1.844 -2.428
H: -0.450 1.305 -4.978
H: 3.731 -2.477 1.594
H: -1.042 1.677 3.634
H: -1.805 2.413 0.126
H: 0.558 -4.048 4.034
H: -4.530 -0.464 -1.555
H: -3.614 1.369 0.034
H: -0.848 -0.072 3.404
H: 0.346 1.041 2.728
H: 2.325 -1.744 -2.233
H: -3.473 -1.962 1.679
H: -3.310 -2.783 0.122
H: 4.325 3.772 -2.183
H: -0.232 2.508 0.914
H: -3.012 -0.067 2.665
H: -0.176 1.738 -2.564
H: -3.179 -1.539 -1.905
H: 0.647 -0.656 -6.019
H: -3.331 1.654 2.504